Record 1
One molecule with the formula C4H9NO2 at a distorted geometry, computed with ωB97M-V with the def2-TZVPD basis set.

* multiplicity: 1
* total charge: 0
* SMILES: N[C@H]1CC[C@@H]1OO
* total energy: -362.91510 hartree

Last column: Mulliken charge in e.
Geometry (Å):
C -0.2928 0.7503 -0.3373  0.010
C -0.1785 -0.7579 -0.1160  -0.122
C 1.0389 1.0106 0.3746  -0.579
C 1.3874 -0.4594 0.1451  -0.616
N -0.6546 -1.5802 -1.1770  -0.592
O -1.5070 1.4010 0.1183  -0.286
O -1.7414 1.0928 1.4959  -0.356
H -2.7052 1.0639 1.5549  0.303
H -0.3000 1.0344 -1.3903  0.303
H -0.6348 -1.0853 0.8192  0.408
H -0.4918 -2.5638 -0.9990  0.228
H -0.2768 -1.2811 -2.0704  0.222
H 0.8773 1.2564 1.4209  0.246
H 1.6864 1.7518 -0.0861  0.289
H 1.8026 -0.9996 0.9912  0.274
H 1.9904 -0.6339 -0.7440  0.268

Atoms 1-6, force components in eV/Å:
-1.558 0.275 1.111
1.451 0.485 0.123
-0.217 0.236 -0.194
-0.811 -0.797 0.109
-0.190 -0.096 -0.242
0.266 0.124 -0.669



Record 2
One molecule with the formula C4H9NO2 at a distorted geometry, computed with ωB97M-V with the def2-TZVPD basis set.

* multiplicity: 1
* total charge: 0
* SMILES: [H]/N=C(/O)CCCO
* total energy: -363.01476 hartree

Last column: Mulliken charge in e.
Geometry (Å):
N -0.1246 0.9782 1.8980  -0.825
C 0.7141 0.7488 0.9441  0.472
O 1.7977 0.2288 1.4982  -0.562
C 0.5809 0.9072 -0.5433  -0.430
C 0.2769 -0.4294 -1.2453  -0.513
C -1.0483 -1.0675 -0.8237  -0.438
O -1.0130 -1.6570 0.4566  -0.544
H -0.9639 1.5085 1.7711  0.192
H 1.2649 0.3745 2.4065  0.491
H -0.2336 1.6170 -0.7326  0.297
H 1.5035 1.3351 -0.9495  0.300
H 0.2545 -0.2450 -2.3272  0.328
H 1.0866 -1.1409 -1.0492  0.293
H -1.8598 -0.3229 -0.9072  0.271
H -1.2898 -1.8792 -1.5175  0.315
H -0.9459 -0.9563 1.1210  0.352

Atoms 1-6, force components in eV/Å:
-0.571 0.477 -0.294
-0.880 0.337 0.292
-0.385 0.026 0.739
-0.008 0.100 0.114
0.042 -0.061 0.035
-0.024 0.086 -0.370



Record 3
One molecule with the formula C4H9NO2 at a distorted geometry, computed with ωB97M-V with the def2-TZVPD basis set.

* multiplicity: 1
* total charge: 0
* SMILES: CCNCC(=O)O
* total energy: -363.04816 hartree

Last column: Mulliken charge in e.
Geometry (Å):
C -2.2227 0.8620 -0.4448  -1.238
C -0.7810 1.2099 -0.0975  -0.334
N -0.0645 -0.0709 -0.0567  -0.301
C 1.3567 0.0330 0.2456  -0.474
C 1.8155 -1.3363 0.7134  0.477
O 1.4703 -2.2606 -0.2348  -0.442
O 2.4076 -1.6290 1.6934  -0.530
H -2.9921 1.6305 -0.4194  0.374
H -2.3015 0.4790 -1.4688  0.308
H -2.5461 0.0389 0.1920  0.331
H -0.3179 1.8581 -0.8487  0.285
H -0.7440 1.7144 0.8662  0.356
H -0.1912 -0.5357 -0.9480  0.214
H 1.4063 0.7033 1.1077  0.331
H 2.0653 0.4300 -0.4896  0.306
H 1.6393 -3.1266 0.1901  0.335

Atoms 1-6, force components in eV/Å:
-0.398 -0.444 -0.604
-0.243 -0.398 -0.487
0.271 0.350 -0.274
-0.391 0.094 1.430
-0.495 0.248 -1.998
0.084 -0.433 0.748



Record 4
A 2-piece molecular cluster, C4H9NO2 overall, computed with ωB97M-V with the def2-TZVPD basis set.

* multiplicity: 1
* total charge: 0
* SMILES: CCC=O.NC=O
* total energy: -363.04030 hartree

Last column: Mulliken charge in e.
Geometry (Å):
C 1.6177 -0.1242 -1.8914  -1.128
C -0.0973 -1.1416 -0.4944  -0.235
O 0.0236 -1.7187 0.5660  -0.492
C 0.5181 0.1807 -0.8578  -0.092
C -1.6288 0.8300 1.4419  0.006
O -2.0271 1.9680 1.3166  -0.581
N -1.0218 0.3082 2.5400  -0.312
H 2.5905 -0.2038 -1.4015  0.304
H 1.6727 0.6390 -2.6696  0.323
H 1.4258 -1.0841 -2.3880  0.322
H -0.6633 -1.6130 -1.3273  0.361
H -1.7436 0.0659 0.6557  0.415
H 0.9112 0.6743 0.0361  0.265
H -0.2562 0.8282 -1.2883  0.347
H -0.8387 0.9293 3.3135  0.226
H -0.4827 -0.5381 2.4485  0.271

Atoms 1-6, force components in eV/Å:
0.102 -0.011 -0.122
0.100 -0.268 0.437
-0.033 0.309 -0.600
0.005 -0.014 0.107
0.015 -0.086 0.102
0.027 -0.202 0.128